[1]
Computed, not measured: a molecular structure, C16H21IN3PS at a distorted geometry, with wB97M-V/def2-TZVPD.

Each line ends with the Mulliken charge.
Element x y z (Å)
C (1.606, -1.343, 2.831)  -0.3973
H (-2.180, -1.599, -1.584)  0.4121
H (-2.917, 2.830, -0.338)  0.4091
C (0.156, -2.675, -1.120)  -1.1414
C (0.600, -3.601, 1.259)  -1.1859
H (3.531, 0.815, 2.427)  0.0165
H (1.915, -2.185, 3.396)  0.5917
H (-0.792, -3.145, -0.865)  0.4353
C (-0.701, 0.779, 1.177)  -0.6853
H (-3.883, 1.204, -1.624)  0.4639
C (-0.068, -1.219, -1.532)  0.2320
H (0.515, -2.950, 2.127)  0.0615
H (-3.315, 1.650, 0.877)  0.3964
N (4.257, 1.796, 0.267)  -0.7220
C (-1.261, 1.783, 0.460)  0.6014
S (0.540, 4.861, -0.701)  0.1475
H (0.534, -3.220, -1.983)  0.2635
C (-2.683, 1.832, 0.007)  -1.8288
H (0.655, -0.988, -2.311)  0.4473
H (0.107, -0.555, -0.687)  -0.3261
C (1.209, -0.357, 2.276)  -1.0710
I (-1.884, -0.830, 1.772)  0.1008
C (-1.898, 0.503, -2.070)  -0.5581
H (1.531, -1.879, 0.328)  0.0232
C (1.162, -2.860, 0.036)  0.1259
H (-3.389, -0.111, -0.605)  0.3738
H (-0.392, -3.994, 1.056)  0.3448
H (1.233, -4.432, 1.554)  0.2800
C (-3.034, 0.799, -1.080)  -0.7033
C (-1.467, -0.968, -2.112)  -1.0365
H (-1.469, -1.309, -3.145)  0.3601
H (-2.248, 0.773, -3.063)  0.5171
C (-0.396, 2.860, 0.112)  0.7720
P (3.311, 1.854, 1.520)  0.4428
H (3.471, 3.015, 2.298)  0.0727
H (2.021, -3.416, -0.327)  0.4953
C (1.537, 1.794, 1.195)  -0.1945
C (0.978, 2.879, 0.474)  0.6041
C (0.697, 0.769, 1.550)  1.5489
N (1.614, 3.974, 0.068)  -0.6485
N (-0.760, 3.944, -0.575)  -0.6299
H (3.725, 1.752, -0.593)  0.2619
H (-1.036, 1.137, -1.870)  0.3268

Its HOMO-LUMO gap is 0.270 Eh. Its lowest unoccupied orbital energy is -1.228 eV. For the highest occupied orbital energy, the calculation gives -8.6 eV. As for the spin multiplicity: 1.

=====

[2]
Computed, not measured: a molecular structure, C13H2Br4N2O9Sn, with wB97M-V/def2-TZVPD.

Each line ends with the Mulliken charge.
Element x y z (Å)
C (-3.666, -5.738, 0.002)  0.2632
C (-4.664, -4.625, 0.001)  0.3185
O (2.413, -0.760, -0.006)  -0.6260
Br (-4.304, -7.491, 0.003)  -0.0828
O (-2.463, -1.837, -0.001)  -0.4375
O (-0.655, -3.850, 0.003)  -0.4875
C (1.761, 4.339, 0.002)  -0.0352
C (0.836, 3.316, -0.001)  -0.5460
C (1.220, 1.952, -0.002)  0.8829
C (-4.292, -3.333, 0.001)  -0.3121
O (3.667, 6.248, 0.006)  -0.6291
O (0.307, 1.010, -0.005)  -0.7690
C (2.614, 1.671, -0.001)  0.0173
C (-2.342, -5.508, 0.002)  -0.2896
N (-0.581, 3.743, -0.002)  1.0596
C (3.230, 0.289, -0.003)  0.7543
C (3.100, 4.020, 0.002)  -0.3602
O (-0.791, 4.941, 0.000)  -0.6455
Sn (0.411, -1.011, -0.015)  1.1211
O (-1.452, 2.901, -0.005)  -0.6237
C (-1.825, -4.126, 0.002)  0.4795
O (4.426, 0.155, -0.002)  -0.6290
Br (-6.477, -5.068, 0.002)  -0.0815
H (1.432, 5.366, 0.003)  0.6521
Br (-5.470, -1.890, -0.001)  -0.0320
H (4.585, 2.476, 0.002)  0.6264
Br (-1.038, -6.839, 0.002)  -0.0364
C (-2.861, -2.971, 0.001)  0.5930
N (4.088, 5.108, 0.005)  1.0821
C (3.530, 2.710, 0.001)  -0.5995
O (5.261, 4.800, 0.006)  -0.6273

Its HOMO-LUMO gap is 0.229 Eh. Its lowest unoccupied orbital energy is -3.210 eV. For the highest occupied orbital energy, the calculation gives -9.5 eV. As for the spin multiplicity: 1.

=====

[3]
Computed, not measured: 9 unconnected molecules or ions with the total composition C15H38BNO15 at a distorted geometry, with wB97M-V/def2-TZVPD.

Each line ends with the Mulliken charge.
Element x y z (Å)
N (-3.085, 0.159, -0.116)  0.9308
H (-4.484, -1.327, 0.869)  0.2220
H (-2.571, 3.916, -2.748)  0.3717
C (-1.695, -0.476, 0.043)  -0.8824
H (-3.435, -3.140, 0.119)  0.3993
H (-0.792, -2.646, 0.029)  0.0824
O (0.951, -4.871, 3.121)  -0.7424
C (-2.491, 2.146, -1.621)  -0.4251
O (2.289, 2.060, -5.302)  -0.6574
C (-3.923, -1.129, -0.286)  -0.2987
O (3.998, -2.379, 2.363)  -0.6540
H (4.349, 2.849, 1.092)  0.2878
H (2.679, 1.243, -4.843)  0.4561
O (3.259, -0.895, -1.777)  -0.3951
H (-2.983, 2.282, 3.442)  0.3954
B (3.018, -0.692, -0.405)  1.5291
O (5.130, 2.441, 1.039)  -0.6460
C (3.040, 1.194, -1.532)  0.7921
H (2.907, 2.703, -5.205)  0.2720
C (-3.166, 2.945, -2.727)  -1.3982
H (-3.659, -0.552, 2.624)  0.3599
H (2.247, -1.979, -3.630)  0.3346
H (3.171, 4.209, -1.947)  0.5740
C (2.075, -2.154, 0.933)  0.7887
C (3.252, 0.107, -2.430)  0.7547
O (3.195, 5.226, -2.022)  -0.6507
H (-3.088, 0.239, -2.427)  0.4024
H (2.203, 5.272, -2.318)  0.3058
H (-1.141, -0.279, -0.882)  0.3447
O (3.108, 0.070, -3.696)  -0.9235
H (-4.176, 3.121, -2.540)  0.4011
H (5.076, 1.695, 0.386)  0.3090
H (-3.281, 1.999, 0.768)  0.3022
H (-1.775, -2.136, 1.259)  0.7627
O (6.276, 0.338, -1.492)  -0.5485
H (-3.909, -0.294, 4.801)  0.3224
O (2.883, 0.760, -0.400)  -0.7095
C (-1.682, -1.960, 0.356)  -0.7457
H (7.232, 0.223, -1.182)  0.2792
H (-3.135, 2.312, -3.819)  0.2574
H (-2.632, -2.682, -1.635)  0.2554
H (-2.309, 0.666, 5.149)  0.2860
O (1.420, -3.145, 1.269)  -0.7292
C (-3.581, 1.423, 3.563)  -0.6040
H (-4.573, 1.675, 3.449)  0.4606
H (-2.334, 2.731, -0.850)  0.7682
C (-3.183, 0.413, 2.423)  -0.2167
H (-1.533, 1.977, -2.061)  0.2747
H (-2.141, 0.162, 2.503)  0.3043
C (-3.270, 0.885, -1.420)  -1.2474
C (-2.965, -2.353, -0.430)  -0.6569
H (-3.899, 1.134, 5.574)  0.5711
H (-0.995, 0.210, 0.675)  0.4044
H (-4.401, 1.006, -1.529)  0.5451
H (3.874, -3.839, 3.844)  0.3500
H (1.765, -4.837, 3.565)  0.4200
H (-4.606, 1.245, 1.179)  0.2300
H (3.067, -3.680, 4.832)  0.2821
O (1.487, -2.446, -3.936)  -0.6338
H (-4.738, -1.045, -1.142)  0.2755
H (1.167, -4.100, 2.497)  0.4497
H (1.420, -3.214, -3.400)  0.2818
C (-3.396, 0.706, 4.855)  -1.4631
O (3.378, -4.351, 4.360)  -0.6428
O (3.182, 2.347, -1.802)  -0.9594
C (3.443, -1.981, 1.384)  0.2505
C (-3.526, 0.970, 1.061)  -0.9798
H (6.235, 0.073, -2.411)  0.2737
O (1.807, -1.389, -0.016)  -0.3206
O (3.995, -1.173, 0.562)  -0.7898

Its HOMO-LUMO gap is 0.331 Eh. Its lowest unoccupied orbital energy is -0.539 eV. For the highest occupied orbital energy, the calculation gives -9.6 eV. As for the spin multiplicity: 1.

=====

[4]
Computed, not measured: C26H36N4O5 in the gas phase, with wB97M-V/def2-TZVPD.

Each line ends with the Mulliken charge.
Element x y z (Å)
H (-0.993, -1.202, 0.249)  -0.1787
H (-1.019, 3.552, 1.518)  0.5059
C (2.410, 1.453, -2.049)  -0.6558
H (0.676, 2.564, -3.565)  0.5003
C (-3.321, 1.119, 1.165)  -0.8786
H (-1.398, 1.060, 4.966)  0.5129
C (-0.977, -1.209, -1.786)  -0.3313
C (-1.519, 2.698, 1.091)  -0.5689
C (3.375, 1.263, -0.867)  -0.9215
C (1.016, -3.010, 1.253)  3.0533
C (-0.107, 1.806, -3.554)  -1.1997
H (-1.911, -3.683, -0.555)  0.3580
H (-4.218, 0.721, 1.614)  0.4700
C (-0.929, -3.208, -0.425)  -0.8955
O (1.260, -0.459, -1.203)  -0.2091
O (2.912, 2.898, 0.837)  -0.6644
C (1.464, -3.499, 2.629)  -1.9377
H (2.112, 2.501, -2.097)  0.4596
C (-0.702, 0.092, 3.181)  -0.3647
C (1.090, 0.996, 2.099)  0.3095
C (0.040, 0.932, -4.811)  -0.5814
H (4.278, 1.845, -1.050)  0.5456
C (-0.367, -3.591, 0.938)  -1.1282
H (-0.154, 1.537, -5.707)  0.4867
N (-1.089, -1.774, -0.578)  0.5106
C (0.282, 2.064, 4.066)  -0.4608
H (2.418, -3.053, 2.900)  0.4063
H (-0.284, -3.563, -1.233)  0.4944
H (2.044, -4.454, 0.008)  0.3485
C (-4.180, 2.401, 3.543)  -0.9316
C (-1.675, 0.992, -0.603)  -0.6137
H (-4.283, 3.052, 4.410)  0.2546
H (0.735, -3.225, 3.390)  0.3668
N (0.156, 0.049, 2.176)  0.4542
C (-1.192, 0.329, -1.873)  0.2691
N (0.012, 0.980, -2.376)  0.4475
H (-5.084, 2.474, 2.929)  0.3672
H (3.631, 0.208, -0.770)  0.2687
H (0.327, 2.852, 4.803)  0.4118
C (-2.833, 0.532, 0.012)  -0.0818
C (1.194, 0.562, -1.876)  0.2399
C (2.047, -3.381, 0.191)  -1.5645
O (1.356, 0.422, -4.856)  -0.3659
C (-2.661, 2.209, 1.722)  0.5861
H (1.578, -4.582, 2.634)  0.4403
H (0.931, -1.921, 1.294)  -1.3395
N (1.955, 0.835, 1.030)  0.4219
C (1.439, -0.971, -5.080)  -0.5229
C (-0.683, 1.070, 4.159)  -0.9076
C (2.740, 1.772, 0.423)  0.6380
H (3.042, -3.094, 0.523)  0.3926
O (-3.046, 2.864, 2.852)  -0.4595
H (-0.142, 2.494, -0.506)  0.4288
H (-1.970, 0.441, -2.639)  0.7209
H (2.491, -1.232, -4.979)  0.2448
H (-1.067, -3.262, 1.711)  0.2415
H (-1.079, 2.304, -3.548)  0.4563
H (0.848, -1.527, -4.347)  0.1888
C (-1.033, 2.093, -0.048)  -0.2867
H (-1.435, -0.705, 3.195)  0.4372
H (-4.052, 1.367, 3.879)  0.3349
H (1.098, -1.229, -6.089)  0.3000
H (-0.684, 0.111, -4.769)  0.4066
H (1.840, -2.861, -0.739)  0.1849
H (-3.366, -0.305, -0.416)  0.4227
H (-0.317, -4.682, 0.980)  0.4496
H (1.771, -0.012, 0.490)  -0.2257
H (2.909, 1.193, -2.984)  0.3646
C (1.189, 2.036, 3.026)  -1.1725
O (-0.845, -1.834, -2.822)  -0.7755
H (1.952, 2.787, 2.912)  0.5214

Its HOMO-LUMO gap is 0.337 Eh. The SMILES is COCCN(C(=O)CCC(=O)Nc1ccccn1)[C@@H](C(=O)NCCC(C)C)c1ccc(OC)cc1. Its lowest unoccupied orbital energy is 0.652 eV. For the highest occupied orbital energy, the calculation gives -8.5 eV. As for the spin multiplicity: 1.

=====

[5]
Computed, not measured: 2 unconnected molecules or ions with the total composition C6H9NO at a distorted geometry, with wB97M-V/def2-TZVPD.

Each line ends with the Mulliken charge.
Element x y z (Å)
H (1.276, -2.235, -2.077)  0.2930
H (-0.798, 0.060, 2.151)  0.2447
H (1.848, 1.875, 0.009)  0.3421
C (0.236, -2.009, -0.198)  -0.1441
C (0.366, 0.388, 0.400)  0.6532
H (-2.837, 0.278, -0.942)  0.3318
H (1.771, 0.623, -1.229)  0.3076
N (0.839, -2.135, -1.195)  -0.1384
O (-0.613, 1.244, -1.564)  -0.5873
H (-2.518, 0.746, 0.741)  0.3469
C (-2.148, 0.168, -0.104)  -1.3374
C (1.732, 0.786, -0.144)  -1.3941
H (2.534, 0.282, 0.398)  0.4150
C (0.174, 0.159, 1.710)  -0.7879
H (-2.089, -0.882, 0.183)  0.3890
C (-0.784, 0.666, -0.512)  0.7781
H (1.008, -0.015, 2.373)  0.2879

Its HOMO-LUMO gap is 0.355 Eh. Its lowest unoccupied orbital energy is 0.424 eV. For the highest occupied orbital energy, the calculation gives -9.2 eV. As for the spin multiplicity: 1.

=====

[6]
Computed, not measured: 2 unconnected molecules or ions with the total composition C34H45N4 at a distorted geometry, with wB97M-V/def2-TZVPD.

Each line ends with the Mulliken charge.
Element x y z (Å)
H (-0.339, 2.363, 1.614)  0.2797
C (-0.443, -0.083, -1.528)  -0.0555
C (-0.092, -1.168, -0.775)  -1.1196
H (-6.174, 2.993, 1.878)  0.3117
C (1.573, -5.825, 4.900)  -0.9863
H (0.915, 3.523, -1.606)  0.2947
C (-6.285, 0.538, 3.225)  -0.9771
H (-0.988, -0.550, 2.914)  0.5667
H (-1.084, -5.521, 2.786)  0.4666
H (2.550, -0.799, -4.961)  0.5421
H (2.608, -5.932, 5.224)  0.3245
C (2.003, 0.153, -7.614)  -1.1003
H (4.029, 2.854, 1.410)  0.4020
H (0.677, -1.820, -1.145)  0.6649
C (2.330, 4.225, 1.266)  0.1838
H (-0.397, 3.657, -0.463)  0.3685
C (-0.130, -2.668, 1.211)  -0.3329
H (-6.401, 0.867, 4.257)  0.3202
H (0.979, -6.613, 5.363)  0.3288
C (1.918, -7.141, 2.792)  -0.9816
N (1.114, 2.286, 0.092)  0.1046
C (2.580, 2.087, -0.045)  -0.5800
C (0.128, 0.223, -2.805)  0.7868
C (-0.444, -4.729, 2.433)  -0.3701
H (1.992, 5.336, -0.589)  0.4153
H (2.012, 2.981, -7.664)  0.3244
H (2.841, 1.113, 0.377)  0.1433
C (-5.288, 2.718, 2.450)  -0.9601
H (1.338, -7.988, 3.158)  0.3246
H (2.825, -3.851, 2.376)  0.4773
H (2.854, 5.057, 1.768)  0.3738
H (1.887, -1.974, 1.085)  0.5515
H (-4.965, 0.238, 0.120)  0.4692
H (-6.064, -0.530, 3.222)  0.2801
H (1.559, 0.482, -8.553)  0.3360
H (2.973, -7.325, 2.993)  0.3173
H (1.590, -1.352, -2.794)  0.3907
C (-1.859, -0.831, 0.981)  0.3519
C (1.407, 4.764, 0.141)  -1.0163
H (-4.405, 3.097, 1.934)  0.2641
N (-5.185, 1.261, 2.577)  0.3139
H (2.342, 3.101, -5.925)  0.3237
H (3.991, 3.763, -0.079)  0.3606
C (-4.064, 0.552, 2.036)  -0.3665
H (1.511, -0.771, -7.309)  0.3542
C (1.769, -3.800, 2.173)  -0.4549
H (-3.038, -0.993, -0.798)  0.6727
H (2.816, 2.024, -1.112)  0.4200
H (-1.191, 0.589, -1.142)  0.3490
C (1.231, 0.851, -5.323)  -0.1028
C (2.455, 2.473, -6.809)  -0.9893
C (0.936, -4.814, 2.675)  -0.2377
C (-4.083, 0.071, 0.717)  -0.4083
C (-1.863, -0.376, 2.312)  -0.4985
C (-0.964, -3.679, 1.726)  -0.6272
H (1.199, -4.859, 5.240)  0.2859
C (3.350, 3.239, 0.640)  -0.9280
H (3.521, 2.335, -6.999)  0.3058
C (-3.006, -0.599, 0.203)  -0.7169
H (-2.905, 0.690, 3.833)  0.5039
H (0.730, 4.109, 2.751)  0.3791
C (1.250, -2.761, 1.450)  -0.6309
H (-0.222, 2.419, -5.375)  0.5195
C (1.183, -0.530, -3.352)  -0.5325
C (0.750, 2.285, 1.535)  -0.4092
N (1.803, 1.178, -6.586)  0.1693
H (-2.018, -3.630, 1.514)  0.5336
C (-0.690, -1.544, 0.449)  0.9567
N (1.481, -5.899, 3.438)  0.3035
C (1.716, -0.234, -4.577)  -0.6554
H (-7.221, 0.703, 2.693)  0.3227
C (-0.368, 1.293, -3.571)  -0.6990
C (-2.931, 0.305, 2.827)  -0.4277
C (1.459, 3.439, 2.279)  -1.1015
H (1.776, -7.058, 1.715)  0.2849
C (0.691, 3.575, -0.537)  -0.6572
H (0.681, 5.474, 0.554)  0.3525
H (2.080, 3.058, 3.098)  0.4210
H (-5.344, 3.182, 3.434)  0.3241
C (0.176, 1.608, -4.789)  -0.5983
H (-1.206, 1.851, -3.195)  0.4892
H (1.013, 1.310, 1.957)  0.2547
H (3.064, -0.043, -7.774)  0.3563

Its HOMO-LUMO gap is 0.202 Eh. Its lowest unoccupied orbital energy is -4.762 eV. For the highest occupied orbital energy, the calculation gives -10.2 eV. As for the net charge: +1. As for the spin multiplicity: 1.

=====

[7]
Computed, not measured: 2 unconnected molecules or ions with the total composition C3H3NO3 at a distorted geometry, with wB97M-V/def2-TZVPD.

Each line ends with the Mulliken charge.
Element x y z (Å)
H (-0.727, -2.049, -0.640)  0.3017
O (2.010, 0.951, 0.972)  -0.5806
H (2.156, 0.115, 1.973)  0.4476
C (1.072, 0.335, 0.392)  0.7600
C (-0.425, -1.130, -0.128)  -0.4810
O (0.155, 1.116, -0.133)  -0.2800
C (-0.918, 0.204, -0.373)  0.4538
O (-1.984, 0.997, -0.821)  -0.4822
N (0.881, -0.875, 0.395)  -0.5434
H (-2.221, 0.337, -1.638)  0.4041

Its HOMO-LUMO gap is 0.309 Eh. Its lowest unoccupied orbital energy is -0.155 eV. For the highest occupied orbital energy, the calculation gives -8.6 eV. As for the spin multiplicity: 1.

=====

[8]
Computed, not measured: 2 unconnected molecules or ions with the total composition H4O2 at a distorted geometry, with wB97M-V/def2-TZVPD.

Each line ends with the Mulliken charge.
Element x y z (Å)
H (1.814, -0.208, 0.641)  0.3287
O (1.212, -0.064, -0.103)  -0.7002
H (-0.473, -0.502, -0.069)  0.3771
H (-2.014, -0.465, 0.072)  0.2956
H (0.997, 0.864, 0.079)  0.3509
O (-1.252, 0.103, 0.013)  -0.6520

Its HOMO-LUMO gap is 0.435 Eh. The SMILES is O.O. Its lowest unoccupied orbital energy is 0.891 eV. For the highest occupied orbital energy, the calculation gives -10.9 eV. As for the spin multiplicity: 1.